Formula: C27H39As3I2IrN3O3
Source: the Open Molecules 2025 dataset
Level of theory: ωB97M-V/def2-TZVPD

```
78
Properties=species:S:1:pos:R:3:forces:R:3
Ir -0.28279 -0.23330 -0.09934 -0.1 0.1 0.0
I -0.74491 -4.01500 6.07048 0.0 0.0 0.0
I 0.02044 -5.42867 0.36666 0.0 0.0 0.0
As 4.34957 1.29543 -3.30842 0.0 0.0 0.0
As -0.42702 -0.69200 -2.47548 0.0 0.0 0.0
As 2.07795 -0.11369 -0.13875 0.1 -0.1 0.0
O -3.32162 4.90174 1.94347 0.0 0.0 0.0
O -5.98971 1.98288 2.80548 0.0 0.0 0.0
O -0.07917 -2.24307 0.22672 0.0 -0.1 0.0
N -0.81693 1.75217 -0.30575 0.1 0.0 0.0
N -4.53918 3.04404 1.42615 -0.1 0.0 0.0
N -0.39454 -0.32750 2.03953 0.0 0.0 0.0
C 2.49545 -1.05367 -2.98331 0.0 0.0 0.0
C -0.52193 -3.37517 4.15174 0.0 0.0 0.0
C -0.94911 0.70368 -3.70133 0.0 0.0 0.0
C -3.48392 3.87664 1.32222 0.0 0.0 0.0
C 2.76568 -0.91144 1.47677 0.0 0.0 0.0
C -2.37721 3.43345 0.38746 0.0 0.0 0.0
C 2.56553 0.40366 -3.44955 0.0 0.0 0.0
C -0.37287 -4.33453 3.14769 0.0 0.0 0.0
C -0.48462 0.64500 2.93964 0.0 0.0 0.0
C 3.47319 -1.92009 -3.79138 0.0 0.0 0.0
C -0.19833 2.66956 -1.06646 0.0 0.0 0.0
C 2.83380 1.65463 -0.08039 0.0 0.0 0.0
C -0.62889 -0.91666 4.74581 0.0 0.0 0.0
C 1.09307 -1.64048 -3.21740 0.0 0.0 0.0
C -0.52233 -1.96680 3.81678 0.0 0.0 0.0
C -0.39956 -1.61781 2.46992 0.0 0.0 0.0
C 2.90675 -1.19989 -1.51201 0.0 0.0 0.0
C -1.91192 2.13501 0.38438 0.0 0.0 0.0
C -5.62382 3.26858 2.36612 0.0 0.0 0.0
C -0.22137 -3.99310 1.81494 0.0 0.0 0.0
C -0.23358 -2.62203 1.44060 0.0 0.0 0.0
C 3.64537 3.09240 -3.65011 0.0 0.0 0.0
C 5.02122 0.96661 -5.11059 0.0 0.0 0.0
C -0.60778 3.98756 -1.11836 0.0 0.0 0.0
C -0.60056 0.38579 4.30479 0.0 0.0 0.0
C -1.69310 4.38829 -0.35694 0.0 0.0 0.0
C -1.86126 -1.97668 -2.63588 0.0 0.0 0.0
H 3.27442 -1.82407 -4.85959 0.0 0.0 0.0
H -0.18660 1.46990 -3.80142 0.0 0.0 0.0
H 3.09555 3.47515 -2.78802 0.0 0.0 0.0
H -6.45633 3.78054 1.87778 0.0 0.0 0.0
H -1.64681 -2.84195 -2.01127 0.0 0.0 0.0
H 4.50538 -1.61846 -3.60891 0.0 0.0 0.0
H 0.89763 -1.70490 -4.29094 0.0 0.0 0.0
H 5.84161 1.66146 -5.28638 0.0 0.0 0.0
H 1.88431 1.02152 -2.84558 0.0 0.0 0.0
H -1.88171 1.14970 -3.35787 0.0 0.0 0.0
H 2.76289 -2.22927 -1.17123 0.0 0.0 0.0
H 2.40120 2.20128 0.75665 0.0 0.0 0.0
H -1.93433 -2.28626 -3.67830 0.0 0.0 0.0
H 3.85413 -0.88243 1.41201 0.0 0.0 0.0
H -2.80618 -1.52651 -2.33502 0.0 0.0 0.0
H -1.11642 0.23812 -4.67246 0.0 0.0 0.0
H 3.90295 1.50942 0.08329 0.0 0.0 0.0
H 2.69855 2.20555 -1.00452 0.0 0.0 0.0
H 5.41103 -0.04396 -5.20584 0.0 0.0 0.0
H 2.99982 3.10100 -4.52868 0.0 0.0 0.0
H 4.24676 1.13787 -5.85767 0.0 0.0 0.0
H -2.01311 5.42214 -0.31789 0.0 0.0 0.0
H -5.23620 3.89810 3.16774 0.0 0.0 0.0
H 3.38181 -2.97385 -3.52232 0.0 0.0 0.0
H -0.72913 -1.13303 5.80141 0.0 0.0 0.0
H -0.46554 1.66214 2.56926 0.0 0.0 0.0
H -0.67347 1.21223 4.99774 0.0 0.0 0.0
H -0.06426 4.68937 -1.73566 0.0 0.0 0.0
H -0.37364 -5.38120 3.42247 0.0 0.0 0.0
H 3.96787 -0.95548 -1.39788 0.0 0.0 0.0
H 1.02485 -2.65600 -2.81666 0.0 0.0 0.0
H 2.44751 -0.34598 2.35013 0.0 0.0 0.0
H -6.88333 2.00948 3.16494 0.0 0.0 0.0
H 4.48293 3.76544 -3.82697 0.0 0.0 0.0
H 2.44808 -1.94907 1.55318 0.0 0.0 0.0
H -4.71336 2.34801 0.71812 0.0 0.0 0.0
H 2.21999 0.47954 -4.48476 0.0 0.0 0.0
H 0.65030 2.32788 -1.63796 0.0 0.0 0.0
H -2.40489 1.37633 0.98297 0.0 0.0 0.0
```
Positions in Å, forces in eV/Å.

Results
⟨S²⟩: 0.7753
E_tot (hartree): -8848.39552
Total charge: +3
Spin multiplicity: 2
Strongest force on any atom (hartree/bohr): 0.00224
Lowest unoccupied orbital energy (spin up / spin down) (eV): -9.836 / -11.199


Formula: C27H39AuBrN4O3
Source: the Open Molecules 2025 dataset
Level of theory: ωB97M-V/def2-TZVPD

```
75
Properties=species:S:1:pos:R:3:forces:R:3
Au 0.56230 -1.51556 -1.66825 2.3 -1.0 1.7
Br 2.97870 1.91044 -4.29405 0.3 0.6 -0.2
O -0.03170 -0.46956 4.62965 0.2 -0.1 0.2
O 1.41000 0.33524 -2.68155 -0.6 -2.0 -0.7
O 0.05090 0.87914 -1.06175 -0.2 0.4 0.1
N 3.73010 -0.43236 -1.49835 0.5 0.0 -1.0
N -1.74990 0.16064 3.30885 0.1 -0.2 0.1
N 0.55760 -2.34276 0.52495 -0.2 0.2 -1.4
N 3.05810 -1.65046 -1.42935 -1.4 0.9 0.1
C 0.70320 -3.58936 0.94915 0.2 -0.7 0.0
C 4.13020 0.24734 -0.27815 0.1 -0.1 0.7
C -0.68530 -0.60706 3.61215 -0.2 0.1 -0.1
C -2.59730 -0.00346 2.14855 -0.2 0.1 -0.4
C -2.44950 1.14124 1.14885 0.0 -0.3 0.1
C 0.43600 3.57874 -1.42985 0.0 0.0 0.1
C 2.97880 0.34944 0.73345 0.1 0.1 -0.3
C -0.09340 -2.99086 3.11605 0.0 0.2 -0.2
C 0.39510 -3.95636 2.25015 0.0 0.2 -0.1
C 0.81560 1.21014 -1.98115 -0.7 0.4 1.0
C -1.19330 2.40674 4.20395 -0.2 -0.2 0.0
C -3.92820 -2.39346 -2.04635 0.0 -0.2 0.2
C 2.26220 4.46524 -3.31485 0.1 -0.1 -0.1
C -4.45880 -2.99826 -0.74125 -0.1 0.0 -0.1
C -2.11150 1.19174 4.27155 0.2 0.2 0.3
C -4.48530 -0.97756 -2.23935 0.1 0.0 0.0
C -0.27830 -1.69016 2.65085 0.4 -0.3 -0.2
C 4.59960 1.64524 -0.67765 -0.1 -0.3 -0.1
C -1.27510 -2.18826 -1.86325 0.8 1.0 -0.2
C -4.30000 -3.27336 -3.24065 0.0 0.0 0.0
C 1.59110 5.37324 -2.51325 0.0 0.0 0.0
C -2.47310 -2.29636 -1.93325 -0.4 0.2 -0.2
C 1.09740 2.64874 -2.22675 0.2 0.0 -0.2
C 5.30200 -0.52626 0.33535 -0.1 0.2 -0.1
C 0.67500 4.93154 -1.57075 0.0 0.0 0.0
C 2.01270 3.10914 -3.17205 0.1 -0.2 -0.1
C 0.07830 -1.41386 1.33925 -0.3 0.4 0.3
H -1.20120 2.84924 3.21205 0.0 0.1 -0.1
H -4.06390 -4.00016 -0.59705 0.0 -0.1 0.0
H 6.11300 -0.60686 -0.38215 0.1 0.0 -0.1
H 5.02480 2.15174 0.18565 0.0 0.0 0.1
H 3.25040 -2.18116 -2.27875 0.0 0.0 0.2
H 1.08650 -4.30366 0.23265 -0.1 -0.1 0.0
H -4.17550 -2.38676 0.11235 0.0 0.1 0.1
H -3.02560 0.92104 0.25555 -0.1 0.0 -0.1
H 2.10840 0.82064 0.28125 -0.1 0.0 0.0
H -0.02200 -0.42756 0.91435 -0.1 0.2 0.0
H 2.69270 -0.63006 1.10895 0.0 -0.1 0.1
H -3.14730 1.47694 4.08735 0.0 -0.1 0.0
H -2.03330 0.75204 5.26925 -0.1 0.0 -0.1
H -2.35770 -0.95096 1.66235 -0.2 0.1 0.1
H 5.66590 0.00014 1.21155 0.0 0.0 0.2
H -3.87940 -4.26966 -3.12975 0.0 -0.1 0.0
H 3.28590 0.15414 -2.20855 0.1 -0.1 0.3
H 2.98100 4.80524 -4.04525 0.0 0.0 0.0
H 3.35350 -2.17736 -0.60575 -0.1 0.1 -0.2
H -4.19670 -0.33506 -1.40945 0.0 0.1 0.0
H 5.00780 -1.52476 0.64815 0.0 -0.2 0.1
H 5.36190 1.58364 -1.44885 0.1 0.0 -0.1
H -0.25890 3.20104 -0.69585 -0.1 0.0 0.0
H -5.38270 -3.35776 -3.31205 -0.1 0.0 0.0
H -5.54380 -3.05566 -0.78105 -0.1 0.0 0.0
H -5.57170 -1.01626 -2.29285 -0.1 0.0 0.0
H -2.81470 2.07334 1.56745 0.0 0.2 0.1
H -1.41200 1.26674 0.85085 0.1 0.1 0.0
H -0.32980 -3.22876 4.14245 0.0 0.0 0.1
H -0.17960 2.11264 4.45595 0.1 0.0 0.0
H 3.28880 0.95714 1.57655 0.1 0.0 0.2
H -1.52950 3.14944 4.92055 0.0 0.1 0.1
H 3.77310 2.24474 -1.04705 -0.2 0.1 -0.1
H 0.54230 -4.97286 2.57775 0.0 -0.1 0.0
H -4.10710 -0.54056 -3.16075 0.0 0.1 -0.1
H 0.15800 5.63994 -0.94175 0.0 0.0 0.0
H 1.78780 6.43114 -2.62295 0.0 0.0 0.0
H -3.63770 -0.05286 2.49115 0.1 -0.1 0.0
H -3.92610 -2.84086 -4.16545 0.0 0.0 -0.1
```
Positions in Å, forces in eV/Å.

Results
E_tot (hartree): -4206.30890
Total charge: +1
Strongest force on any atom (hartree/bohr): 0.05870
Lowest unoccupied orbital energy (spin up / spin down) (eV): -6.387 / -6.385


Formula: C27H39N3P
Source: the Open Molecules 2025 dataset
Level of theory: ωB97M-V/def2-TZVPD

```
70
Properties=species:S:1:pos:R:3:forces:R:3
P -1.35186 3.49208 4.47783 0.2 0.3 1.7
N -2.72415 3.14352 3.57066 0.3 -0.1 -0.1
N -0.33904 3.68789 3.15513 0.0 -0.2 -0.1
N 3.48193 -0.24927 6.18037 -1.0 1.0 -0.2
C 1.22614 -0.39569 6.28251 -0.7 -0.3 0.0
C 1.53391 4.40468 1.75776 0.3 0.2 -0.4
C -2.46431 3.14771 2.14235 -0.6 -0.3 -0.6
C -1.11166 -2.02101 5.15768 -0.1 -0.1 0.1
C 3.19994 -1.61219 6.14633 -0.5 -0.9 0.4
C -4.01922 -4.25853 6.17338 -0.1 -0.1 0.0
C -5.07276 3.10561 2.87844 -0.5 0.0 -0.1
C 1.94023 3.81120 4.08187 0.4 -0.1 0.1
C -0.11945 -0.03284 6.30344 1.2 -0.3 0.9
C -3.05699 -3.11243 6.11909 0.1 0.3 0.2
C 2.40983 1.91966 6.56319 0.0 0.6 -0.1
C -2.04917 -3.05010 5.14657 0.2 0.2 0.0
C -4.27644 4.83928 4.52577 -0.3 0.2 0.0
C -3.15698 -2.07874 7.05872 0.2 0.2 -0.1
C -1.16709 -1.00492 6.14889 -0.9 -0.7 -0.4
C 0.68191 5.90176 3.61919 0.2 0.3 -0.1
C 1.80232 -1.75438 6.29152 0.8 -0.3 0.0
C 4.09363 -2.67688 6.19283 -0.2 0.0 -0.1
C -4.10534 3.39373 4.02840 -0.1 0.3 0.3
C -1.00284 3.46166 1.89086 0.3 -0.1 -0.8
C 0.92036 4.45518 3.15535 -0.1 0.4 0.1
C -4.47398 2.44333 5.16900 -0.2 -0.3 0.0
C -2.26400 -1.01687 7.04852 0.6 0.2 -0.2
C 3.56910 -3.95610 6.41430 -0.2 0.3 -0.3
C 1.32619 -3.01012 6.65090 0.0 -0.5 -0.2
C 2.35068 0.47896 6.30563 1.2 -0.6 0.3
C 2.19489 -4.11550 6.65777 -0.1 0.5 0.0
H 0.28289 -3.11172 6.94044 0.2 -0.2 -0.2
H 2.53328 4.86011 1.78371 -0.3 -0.1 0.0
H 4.22816 -4.82775 6.39834 -0.2 0.4 0.1
H 4.41311 0.15171 6.13649 -0.3 -0.1 0.1
H -6.10511 3.17571 3.24756 0.3 0.0 0.0
H 1.65921 3.36373 1.43058 -0.1 0.3 0.0
H -3.97302 5.57317 3.76558 -0.1 -0.2 0.1
H -3.94262 -2.11236 7.80965 0.1 0.0 -0.2
H -4.92870 2.08745 2.49360 0.0 0.2 0.0
H -3.68710 5.02237 5.43418 -0.1 -0.1 -0.3
H -3.47946 -5.19927 6.33972 -0.1 0.2 0.0
H -1.99523 -3.84894 4.40062 0.1 0.4 0.2
H 2.94691 4.20012 3.85213 -0.3 -0.1 0.2
H -0.93605 4.36788 1.26121 0.0 -0.5 0.2
H 1.78775 -5.10834 6.85700 0.2 0.3 0.1
H -0.53254 2.62806 1.33728 -0.1 0.3 0.1
H -4.99383 3.82240 2.05077 0.0 -0.2 0.3
H -4.19519 1.41417 4.91152 -0.1 0.1 0.0
H 1.95864 2.72619 3.92428 0.0 0.1 0.0
H -2.33575 -0.20850 7.77869 -0.1 -0.3 -0.1
H 1.73827 4.01942 5.13551 -0.1 0.0 -0.2
H -0.90794 2.18309 5.10860 -0.3 0.3 -1.0
H -3.08088 3.91667 1.64256 0.3 -0.4 0.2
H -2.71495 2.16753 1.69655 0.0 0.4 0.0
H 5.15494 -2.48172 6.04463 -0.2 -0.3 0.1
H 1.62014 6.47635 3.54726 -0.3 -0.1 0.0
H 0.95566 4.95483 1.00656 0.2 -0.2 0.2
H -5.56678 2.47650 5.31409 0.4 0.0 0.1
H 3.05010 2.41303 5.82329 -0.2 0.0 0.2
H -5.33590 5.02571 4.77085 0.4 0.0 -0.1
H 0.35121 5.93723 4.66580 0.0 -0.1 -0.3
H -4.55821 -4.35691 5.22310 0.1 0.0 0.2
H 1.40165 2.33757 6.51810 0.3 0.1 0.0
H -0.07857 6.40657 3.00747 0.2 -0.2 0.1
H -0.39129 0.96479 6.64275 0.1 -0.1 -0.2
H -0.31947 -2.00841 4.40121 -0.3 0.0 0.4
H -3.98882 2.71335 6.11344 0.0 0.0 -0.1
H 2.83822 2.13608 7.55438 -0.2 -0.3 -0.2
H -4.73991 -4.10832 6.98571 0.1 -0.2 -0.3
```
Positions in Å, forces in eV/Å.

Results
E_tot (hartree): -1557.60511
Total charge: +1
Strongest force on any atom (hartree/bohr): 0.03425
Lowest unoccupied orbital energy (eV): -4.628